# 1
This record from OMol25 describes a single CH4N2O molecule at a distorted geometry. The level of theory is ωB97M-V/def2-TZVPD.

Geometry as XYZ:
```
8
Properties=species:S:1:pos:R:3:forces:R:3
C 0.772042 0.179674 0.083616 -8.78 3.99 0.72
N 2.035134 -0.156201 0.028059 6.50 -0.32 -0.82
N -1.469187 -0.210590 0.102428 -1.00 0.26 -0.53
O -0.200633 -0.793668 -0.023379 1.03 -0.56 -0.27
H 0.203422 1.175312 -0.013682 1.78 -1.20 -0.17
H 2.550861 0.754922 0.202233 -0.35 -1.60 0.12
H -2.009544 -0.986388 0.458881 -0.26 -0.04 0.02
H -1.882092 0.036941 -0.838157 1.08 -0.53 0.93
```
Positions in Å, forces in eV/Å.

Computed properties:
Relative energy (zero: lowest compared OMol25 entry of this formula, charge and spin) (kJ/mol): 275.13
E (eV): -6122.4548
Frontier orbital gap (spin up / spin down) (eV): 6.58 / 7.86
2S+1: 3
<S²>: 2.0065

Mulliken atomic charge list, values in e, 4 entries: -0.0536, -0.4845, -0.4789, -0.1632

# 2
This record from OMol25 describes a single CHFS2 molecule at a distorted geometry. The level of theory is ωB97M-V/def2-TZVPD.

Geometry as XYZ:
```
5
Properties=species:S:1:pos:R:3:forces:R:3
F 0.477348 2.288699 -1.148997 -0.84 -2.92 1.66
S -0.080879 0.545139 -0.899359 0.01 1.11 -2.12
C -0.211467 -0.611673 0.409831 1.62 0.53 0.29
S 0.195016 -0.704125 1.961972 -0.64 -0.24 -0.73
H -0.380019 -1.518040 -0.323447 -0.16 1.52 0.90
```
Positions in Å, forces in eV/Å.

Computed properties:
Relative energy (zero: lowest compared OMol25 entry of this formula, charge and spin) (kJ/mol): 193.85
E (eV): -25438.1971
Frontier orbital gap (spin up / spin down) (eV): 7.68 / 7.68
2S+1: 1
SMILES: FSC=S

Mulliken atomic charge list, values in e, 4 entries: -0.3508, 0.3099, -0.0453, -0.1603

# 3
This record from OMol25 describes 2 unconnected molecules or ions with the total composition C3H6NO2 at a distorted geometry. The level of theory is ωB97M-V/def2-TZVPD.

Geometry as XYZ:
```
12
Properties=species:S:1:pos:R:3:forces:R:3
C 0.185534 1.579548 -0.703109 -1.16 -0.20 -0.27
C 1.055154 1.065408 0.177616 0.40 -0.78 -0.07
N 2.425935 1.031706 0.010845 -0.43 0.22 -0.52
H 0.427225 1.856873 -1.716391 0.48 0.25 -0.05
H -0.879713 1.588382 -0.511023 0.18 0.22 0.39
H 0.698510 0.526912 1.046258 -0.02 0.29 0.19
H 2.727217 1.397365 -0.888804 0.06 -0.21 0.26
H 2.846120 0.143902 0.235728 0.18 0.07 0.22
O -0.553787 -1.709317 0.925064 0.46 0.28 0.14
C -1.408907 -1.460725 0.108968 0.23 -0.75 0.48
O -1.729161 -0.427017 -0.545575 -0.01 0.38 -0.51
H -2.091444 -2.308591 -0.156776 -0.36 0.23 -0.28
```
Positions in Å, forces in eV/Å.

Computed properties:
Relative energy (zero: lowest compared OMol25 entry of this formula, charge and spin) (kJ/mol): 141.18
E (eV): -8790.3724
Frontier orbital gap (spin up / spin down) (eV): 10.12 / 5.32
2S+1: 2
<S²>: 0.7576

Mulliken atomic charge list, values in e, 4 entries: -0.8100, 0.1375, -0.4754, 0.2271